Entry 1:
Computed, not measured: a structure of composition C35H44N4P2RuSSi2, with the ωB97M-V functional and the def2-TZVPD basis.

Geometry as ORCA input:
```
! RIJCOSX wB97M-V def2-TZVPD def2/J DEFGRID3
* xyz 2 5
C -0.56022 -0.07874 -0.86192
C 4.41821 0.06195 1.08327
C -3.23610 0.22009 0.07358
H 0.74745 -5.65479 0.10412
H 0.52016 -6.60697 3.24094
C -0.78369 4.86616 -0.18357
H 4.50827 -1.13179 -2.03104
H 3.47143 -2.54978 -1.84427
S -1.33949 -2.87687 0.74254
C -0.69549 -3.86700 2.00689
Ru 0.23947 -1.06924 0.59883
C 4.15401 -1.87893 -1.31689
C -5.46351 0.02704 0.95420
C -1.80923 5.30790 -1.01070
H 2.79839 2.21784 -0.51755
H -5.10997 -1.83809 -1.85428
H -0.88207 -2.67733 3.70312
C -0.07491 -4.62763 4.01510
P -1.59776 0.93059 0.19017
C 2.45980 4.04560 -1.60506
H 0.07904 3.17157 0.81976
H -3.93321 1.24465 1.83305
C 1.17295 -0.67858 -3.11921
H 1.35125 2.28201 4.29303
P 0.99269 0.28784 -1.63574
C 0.51826 2.61879 -3.01234
H 0.91600 3.21820 2.87095
H -0.13644 -2.24175 -2.42224
H -0.03741 5.56259 0.17537
H -2.24704 3.07155 2.95157
H -1.41663 -0.78806 4.25469
H -2.82394 -0.90336 -1.71594
H 1.88189 5.70566 -2.82836
C 2.25328 -1.06193 -5.22960
C -2.02048 2.31118 3.70466
H 0.36322 -0.91598 3.96567
Si -0.58684 1.25953 3.16921
H 3.21630 4.60341 -1.06939
H 1.78731 -2.92024 -6.18494
N -0.82060 0.62843 1.55993
C -0.18326 -5.87327 0.62474
H -1.79878 2.83343 4.63753
C -0.45851 -0.25593 4.26659
C -3.56608 -0.64297 -0.96999
C 1.27605 1.99944 -2.01543
H -2.91732 1.71124 3.87097
C 1.61784 -2.29214 -5.32043
H -1.85986 6.35190 -1.29155
C 1.70869 4.66323 -2.59466
C 0.73380 3.95646 -3.29225
H -6.78878 -1.25013 -0.14515
H 5.29429 -0.48663 1.43839
C 0.75784 -2.72115 -4.31527
C -2.77503 4.42442 -1.47433
C 2.03163 -0.24771 -4.12966
N -0.25087 -5.12550 1.87810
H -0.26463 0.03390 5.30218
C -2.72662 3.08964 -1.10386
H 1.84572 -2.02426 2.02755
H 3.35897 -2.83752 1.91492
H -3.49189 2.40244 -1.44261
C -0.72051 3.53275 0.18417
H 3.90233 0.46883 1.95582
H -1.02334 -5.59892 -0.00575
H -0.23264 -6.93412 0.85156
C 0.53474 -1.91871 -3.20979
H 0.07630 -4.60076 5.07905
C -4.84724 -1.16952 -1.04526
C 1.01765 2.20155 3.25588
H -3.57432 4.77890 -2.11104
C -5.79066 -0.83704 -0.08397
H -6.20468 0.28781 1.69761
C -4.18770 0.56079 1.03254
H 0.15172 4.44839 -4.06003
H 1.80383 1.69786 2.68608
H 0.25883 -3.67705 -4.40162
N -0.58857 -3.56080 3.30921
H -0.22474 2.05741 -3.56828
H 2.91663 -0.73483 -6.01870
N 1.86937 -0.22682 -0.37578
H 5.02058 -2.45807 -0.99024
C 0.14100 -5.60864 3.11405
H 4.77879 0.89713 0.47968
H 2.51875 0.71712 -4.05894
C 2.58930 -2.38547 1.28323
Si 3.31984 -1.07018 0.12016
C 2.23667 2.71049 -1.30190
H 2.13708 -3.20949 0.72123
C -1.69657 2.64698 -0.27241
*
```

## Properties
Kohn-Sham gap (spin up / spin down), eV: 7.37 / 7.15
E, hartree: -3333.50855
E_HOMO (spin up / spin down), eV: -13.20 / -14.04
Relative energy (zero: lowest compared OMol25 entry of this formula, charge and spin), kcal/mol: 11.63
LUMO energy (spin up / spin down), eV: -5.83 / -6.89

Here are the Löwdin charges for atoms 1 to 6, given in e: -0.428, -0.162, -0.339, 0.099, 0.140, -0.058

---

Entry 2:
Computed, not measured: a structure of composition C58H36BrCl4IIrN4O3, with the ωB97M-V functional and the def2-TZVPD basis.

Geometry as ORCA input:
```
! RIJCOSX wB97M-V def2-TZVPD def2/J DEFGRID3
* xyz 0 2
C -3.26898 -2.77458 0.49534
H 0.06189 -1.31663 -5.11637
H -2.15372 -3.56813 -3.93437
H 5.53916 0.50431 0.68355
H 2.27141 0.60116 -4.76818
C -2.56943 2.54696 0.16290
C -2.65141 -0.38352 1.70542
C -3.72771 3.47153 0.34694
Cl -7.24528 6.23993 0.89880
H 4.25455 -5.82073 0.34654
H -0.84616 2.85134 -5.11180
N 1.48006 -0.12525 1.19139
H -1.18818 0.17225 7.70852
C 4.67305 -0.99287 -0.58355
C 7.26176 -1.95225 -0.85832
C 5.73195 -0.36652 0.06889
N 1.31236 0.41485 -1.59295
H 7.85219 -0.35160 0.43467
O 0.48200 -1.77030 -0.84239
C -5.75191 4.07513 1.51785
H -0.64268 -2.37297 -2.45616
C -5.89169 5.17406 0.68613
C 2.79355 -4.79867 -2.54038
C 2.62060 0.01592 -1.53750
H -2.33693 4.05775 2.60991
Cl -1.26866 -2.61012 8.26206
C -3.76735 -1.10716 2.12180
C -2.68176 1.45868 -3.21630
C -0.05780 -1.73115 4.56550
C -1.73649 3.18058 2.43517
H -3.50020 -3.71046 0.00357
C -0.37803 1.39918 2.67662
H 2.54458 -4.26800 1.27375
Cl -0.72584 0.71349 -9.45469
H 4.11627 -2.60705 -1.87853
H 6.42205 -3.46755 -2.12145
C 1.87113 -3.90692 -2.00826
C 3.65256 -5.47390 -1.68574
C -0.69201 1.92740 -5.65565
H -4.55203 2.36530 1.98678
N -0.66760 1.50595 1.32772
I 5.10518 -6.74782 -2.48068
C -0.79934 1.91847 -7.03832
C 1.30976 -0.33290 2.52066
N -1.38440 1.11798 -1.36980
Cl 8.88257 -2.55365 -1.02541
H -0.11770 -1.35013 -7.60497
Br -5.57629 -3.30923 2.08601
O 0.53659 -2.81496 1.16428
C 2.21286 0.45291 -3.70269
H 4.33213 -1.56071 2.06324
H -3.16498 4.77486 -1.25801
C -1.62654 2.49743 1.19633
C -0.81077 -1.74417 6.83229
C 1.78226 -3.71298 -0.63520
C 3.27738 -0.48865 -0.41919
C -3.36265 1.95532 -2.15904
C -3.89309 4.57757 -0.48101
C 3.57775 -5.29357 -0.31204
C 7.02773 -0.83966 -0.06652
H -6.48775 3.88289 2.28630
H 2.61196 -1.27683 4.08493
C -4.66597 3.23155 1.34666
C 0.84810 -2.70184 -0.00964
H 4.23444 -0.09137 -3.08785
H -4.38794 -0.72189 2.92086
C -0.86228 -0.35904 6.82507
H -0.84824 2.76567 4.37343
C 2.45924 -1.02619 3.04819
C -1.79547 -0.82898 0.69351
C -0.50045 0.33556 5.68463
C 1.00805 0.59443 -2.92020
C -0.27279 -0.43513 -7.04985
H -2.49874 0.54045 2.23879
C 3.20077 0.10409 -2.85573
C 4.93445 -2.10477 -1.37826
H -0.56295 1.40933 5.72268
C 2.63106 -4.42295 0.20604
H -4.32583 2.43791 -2.16654
Ir -0.11783 0.19692 -0.05186
C -2.36619 -2.60582 -3.45803
C -0.16440 -0.41462 -5.66833
C -2.50811 1.81350 -1.00950
H -1.03828 2.82102 -7.58354
C 0.30321 0.28518 3.23950
H 1.24154 -3.34432 -2.68553
C -0.05558 -0.32899 4.53930
H -1.58545 -2.43731 -0.71425
C 2.70973 -0.59012 0.85440
C -0.25426 0.76943 -3.47094
C -4.07009 -2.30595 1.51963
H -2.98466 1.45371 -4.25003
O -1.19125 -1.90713 -3.09909
C -2.16094 -2.04276 0.10065
C -0.58968 0.73367 -7.72280
C 6.22517 -2.59206 -1.51676
H -5.09374 6.30045 -0.94977
C -1.40725 1.00991 -2.71802
C -0.37482 0.76568 -4.95876
H -3.02233 -2.77243 -2.59863
C -0.42174 -2.43592 5.70036
H -0.43095 -3.51702 5.69359
H 2.85431 -4.94751 -3.60991
H -2.89665 -1.97925 -4.17479
C -0.99297 2.49308 3.34473
C 3.33544 -1.15391 2.02915
C -4.96911 5.43530 -0.31351
H 0.15692 -2.27968 3.65520
*
```

## Properties
Kohn-Sham gap (spin up / spin down), eV: 5.58 / 5.83
E, hartree: -7493.41736
E_HOMO (spin up / spin down), eV: -7.37 / -7.72
Relative energy (zero: lowest compared OMol25 entry of this formula, charge and spin), kcal/mol: 0.00
LUMO energy (spin up / spin down), eV: -1.80 / -1.89

Here are the Löwdin charges for atoms 1 to 6, given in e: -0.121, 0.115, 0.081, 0.127, 0.120, -0.054

---

Entry 3:
Computed, not measured: a cluster of 2 separate species, C4H8O in total in a non-equilibrium geometry, with the ωB97M-V functional and the def2-TZVPD basis.

Geometry as ORCA input:
```
! RIJCOSX wB97M-V def2-TZVPD def2/J DEFGRID3
* xyz 0 1
H -1.39206 1.72475 0.37568
H 1.28932 -1.16054 -1.49350
H 1.71321 -0.28624 -0.26937
C -1.27581 -0.45472 -0.25200
H 1.33657 0.79171 1.73874
H -0.71124 1.43590 -1.30358
H 0.99073 -1.03922 1.81120
C 0.85979 -0.08439 1.31334
C -0.91995 1.03326 -0.31440
H -1.33357 -0.98423 -1.20236
C -0.03277 0.06663 0.33275
H -1.98523 -0.79522 0.49659
O 1.46099 -0.24769 -1.23308
*
```

## Properties
Kohn-Sham gap, eV: 9.97
E, hartree: -232.33443
E_HOMO, eV: -8.95
Relative energy (zero: lowest compared OMol25 entry of this formula, charge and spin), kcal/mol: 69.78
LUMO energy, eV: 1.01

Here are the natural (NBO) charges for atoms 1 to 6, given in e: 0.220, 0.466, 0.499, -0.454, 0.214, 0.240

---

Entry 4:
Computed, not measured: a structure of composition C60H47BrN5O2P2Rb, with the ωB97M-V functional and the def2-TZVPD basis.

Geometry as ORCA input:
```
! RIJCOSX wB97M-V def2-TZVPD def2/J DEFGRID3
* xyz -2 1
H -0.35650 4.39888 0.48390
H -6.48303 -2.94251 -2.93740
C -3.31904 1.97299 1.45609
C -4.06905 4.13991 3.07578
C -0.41023 1.97779 -4.30067
C 0.89614 6.03794 -3.54038
H 3.35435 3.26506 -4.59610
C 0.48482 1.62622 -3.21466
H -4.35153 4.97827 3.70217
H 1.22310 -4.38255 2.32581
C -0.88997 -0.05108 -3.46268
C 0.11515 4.05049 1.40582
H -2.31334 -3.77010 -2.34070
H -1.97451 4.46687 3.33270
H 5.32793 -2.39095 2.05197
C -0.18447 -7.35205 1.50664
H -6.09115 3.53774 2.66376
H -0.37290 2.87834 -4.89786
H 5.36237 2.55954 -0.12605
H -5.43243 1.65454 1.23856
H 0.04197 4.54394 -2.24911
C 4.37796 -0.11110 0.41182
C -1.32439 -1.40006 -3.17859
C 2.58506 2.02842 -1.84129
C -4.42634 -3.49374 -2.60286
H 3.52536 5.52235 -5.60799
H -2.89477 0.45948 3.85197
H -0.11472 1.30894 3.97693
H 4.45384 0.36769 3.05334
C 4.45868 2.21902 -0.60935
H 3.75487 -4.50923 1.74553
H -3.97510 2.09019 -1.33902
C 1.87497 6.31868 -4.48575
C 3.90701 -1.40565 0.54756
C 3.65218 -3.54271 1.27430
P -0.53781 2.36841 1.83747
C 3.68764 2.91008 -1.48149
H 6.94404 0.24694 -0.39536
H -3.54967 0.03254 -3.84575
C 2.66656 4.05027 -4.30554
C -5.44619 -2.63527 -2.99776
P -2.79858 0.62781 0.28440
C -1.22585 -1.54275 2.98986
C 1.59676 -3.90349 -0.30954
H 0.28190 -6.39793 3.37439
C -0.25592 -2.21173 -2.79653
C -2.73121 3.84698 2.86373
C -5.03985 3.33773 2.49089
C 1.92330 -2.68442 -2.52637
C 2.63510 -3.16293 0.27665
C 5.43604 0.47626 2.60810
C 1.09650 -1.99360 -3.31589
H -0.03063 4.80690 2.18373
C 2.76009 5.31786 -4.86823
C 7.93493 0.74912 1.44803
C -2.33440 2.76982 2.07169
N 2.70436 0.83503 -1.16837
H 6.40216 0.96603 4.45875
H -0.58054 -7.99241 -0.50758
N 2.82423 -1.88082 -0.10273
Br -5.47007 0.78115 5.38351
C 6.53281 0.81148 3.39419
O -0.95641 -0.40370 2.53972
H 0.19903 6.80843 -3.23382
H -5.19564 0.15438 -0.24049
H -5.80114 -2.12491 5.67940
H 0.43917 -5.99795 -1.54188
C -3.04704 -2.89538 4.11704
C 5.56841 0.26769 1.23752
C -4.32842 -0.38991 0.14399
C 1.08270 -3.33416 -1.52454
H -2.23795 2.46796 -1.20913
C 0.42092 -6.10248 -0.46366
C -2.97336 1.65992 -1.24166
C -4.66308 2.27096 1.68861
H 8.90971 0.85153 0.98518
C -3.09742 -3.10309 -2.67239
H -0.49789 3.03979 4.21653
H -2.48514 -3.77583 3.83058
H 1.18427 3.94778 1.20740
C 6.83536 0.40895 0.67064
H 1.94503 7.30753 -4.92331
H 1.09345 2.55327 3.60024
H -0.63899 -8.22208 1.96565
C -4.87556 -1.98463 5.13213
O -0.56474 -2.59006 2.86562
H -4.11064 -1.20415 -0.55131
C 0.98138 -5.08615 0.31542
H 8.64410 1.21451 3.42581
H -5.88448 -0.67702 -3.76369
C -3.25769 -0.52442 4.12567
C 0.80633 4.76816 -2.98382
C 7.78775 0.95189 2.81604
H -4.57467 -0.83127 1.11312
H -2.74296 1.06203 -2.11893
C -3.78048 -0.96995 -3.51309
C -2.74157 -1.82404 -3.12529
C 0.34323 -6.33697 2.29410
C -4.43481 -0.70985 4.82606
C 1.58071 2.39088 -2.75159
N 0.14909 0.41001 -2.73172
C -5.10893 -1.37053 -3.45932
C 1.69260 3.76029 -3.35352
H 2.99639 -2.76841 -2.57535
H 3.84777 3.91732 -1.83534
C 4.45450 -2.47015 1.41991
C -0.15229 -7.22027 0.12163
C -2.53647 -1.65009 3.76522
C 0.90624 -5.21218 1.70643
C 0.02716 2.31636 3.58841
H 1.33246 -1.40063 -4.18465
C -1.28007 0.93228 -4.44746
C 3.82920 0.91322 -0.44416
H -2.04388 0.82721 -5.20460
Rb 0.20234 -0.90822 0.09279
N -4.19380 -3.07624 4.78215
N -0.22762 -3.13678 -1.77108
H -4.66422 -4.48150 -2.22556
*
```

## Properties
Kohn-Sham gap, eV: 4.76
E, hartree: -6019.78268
E_HOMO, eV: -1.16
Relative energy (zero: lowest compared OMol25 entry of this formula, charge and spin), kcal/mol: 7.26
LUMO energy, eV: 3.59

Here are the Löwdin charges for atoms 1 to 6, given in e: 0.022, 0.086, -0.380, -0.103, -0.029, -0.094